Entry from the Open Molecules 2025 dataset: a molecular structure, C6H6O2 in a non-equilibrium geometry (ωB97M-V/def2-TZVPD).

Properties
HOMO level	-9.549	eV
HOMO-LUMO gap	10.46	eV
relative energy (zero: lowest compared OMol25 entry of this formula, charge and spin)	100.19	kcal per mole

Each line ends with the Löwdin charge.
CARTESIAN COORDINATES (ANGSTROEM)
C (-0.7972, -0.1218, -0.9632)  -0.1957
H (-0.8831, -0.6205, 2.1021)  0.1781
H (-1.3658, -0.3702, -1.9892)  0.2028
C (0.2378, 0.8296, 0.7668)  -0.1709
O (-1.7860, -0.1212, 0.1051)  -0.0501
H (0.3746, 1.8576, 1.4011)  0.2023
C (1.3186, 0.2446, 0.0249)  -0.2438
O (1.3363, -1.1499, 0.0193)  -0.0238
H (-0.5126, -2.2068, -0.1837)  0.1392
C (0.1188, 0.9422, -0.6685)  -0.1374
H (2.3991, 0.2845, -0.3841)  0.1933
C (-0.1123, -1.2434, -0.1551)  -0.1186
C (-0.7213, -0.3160, 1.0185)  -0.1628
H (0.3933, 1.9912, -1.0939)  0.1875

Force components x, y, z for each atom (eV/Å):
C -3.30 -2.77 -2.64
H -0.30 0.28 -1.68
H 1.75 0.94 2.20
C 0.32 3.95 4.78
O -1.98 1.02 0.16
H -0.57 -2.96 -1.27
C 5.08 -0.33 -2.52
O -3.99 -0.76 -1.61
H -0.39 -1.49 -0.20
C 3.24 3.26 -2.32
H -1.48 2.26 1.56
C 1.92 0.40 3.02
C 0.81 -1.44 0.32
H -1.09 -2.35 0.20

Entry from the Open Molecules 2025 dataset: C6H6O3 in the gas phase in a non-equilibrium geometry (ωB97M-V/def2-TZVPD).

Properties
HOMO level (alpha / beta)	-8.365 / -8.487	eV
HOMO-LUMO gap (alpha / beta)	8.58 / 8.77	eV
relative energy (zero: lowest compared OMol25 entry of this formula, charge and spin)	148.76	kcal per mole

Each line ends with the Löwdin charge.
CARTESIAN COORDINATES (ANGSTROEM)
C (-2.4064, -0.5828, -0.7063)  0.1181
C (-0.0254, -1.1241, -0.8255)  -0.3257
H (2.7281, -1.8443, 0.0056)  0.1010
O (-0.2791, -2.1813, -1.6193)  0.0414
H (-3.1856, 0.0057, -0.3147)  0.0657
H (0.4941, -2.8165, -1.5100)  0.1537
C (1.2296, -0.7880, -0.4975)  -0.0230
H (1.9285, 2.0126, 1.8321)  0.0260
C (-1.1563, -0.2841, -0.3514)  -0.2363
O (-0.8390, 0.7190, 0.6265)  -0.0122
C (0.3777, 1.1075, 1.0223)  -0.1112
C (0.9033, 2.0520, 1.7689)  0.0145
H (0.1997, 2.6902, 2.2459)  0.0580
O (2.4924, -1.2287, -0.6759)  0.0512
H (-2.3322, -1.3812, -1.4424)  0.0787

Force components x, y, z for each atom (eV/Å):
C 2.61 0.18 -0.07
C 2.78 1.52 0.92
H 0.23 -0.50 0.82
O 0.55 -2.09 -0.33
H -1.24 0.14 -0.01
H -1.52 1.17 -0.45
C -1.04 2.20 2.14
H 2.05 0.49 0.54
C 0.94 0.03 1.11
O -0.94 0.04 -0.32
C 0.53 -3.29 -3.01
C -2.44 -1.30 -0.99
H -0.02 0.87 0.62
O -1.24 0.38 -1.14
H -1.25 0.17 0.16

Entry from the Open Molecules 2025 dataset: a molecular structure, C6H6O5Pr in a non-equilibrium geometry (ωB97M-V/def2-TZVPD).

Properties
spin multiplicity	3
net charge	+3
HOMO level (alpha / beta)	-23.080 / -23.084	eV
HOMO-LUMO gap (alpha / beta)	7.84 / 8.39	eV
relative energy (zero: lowest compared OMol25 entry of this formula, charge and spin)	0.00	kcal per mole

Each line ends with the Löwdin charge.
CARTESIAN COORDINATES (ANGSTROEM)
C (-1.7095, -3.3260, 0.2235)  0.0345
O (-2.1782, -1.0705, 3.4654)  0.2829
O (0.9009, 0.8480, 1.0012)  -0.2425
C (-1.7932, -1.0903, 2.3770)  0.0312
O (1.8889, -3.4346, -0.3079)  0.2789
C (-2.1573, -0.5896, -1.7965)  0.0433
O (-2.1036, -4.4039, 0.2796)  0.2664
H (0.4479, 3.4653, -0.1832)  0.1114
H (1.2861, 3.0281, -1.6658)  0.1223
C (1.6183, 1.6448, -0.1059)  -0.1430
H (1.9600, 0.8465, -0.7699)  0.1180
H (1.2118, 1.1268, 1.8848)  0.1534
C (0.7140, 2.6261, -0.8271)  -0.0306
O (-2.8613, -0.5340, -2.7161)  0.2630
H (-0.2037, 2.2078, -1.2554)  0.0737
H (2.4846, 2.1047, 0.3840)  0.1577
C (1.1185, -2.5693, -0.1910)  0.0295
Pr (-0.6242, -0.8798, 0.2033)  1.4500

Force components x, y, z for each atom (eV/Å):
C -1.89 -5.10 0.27
O 1.73 -0.16 -5.19
O -0.78 -0.57 -0.34
C -2.55 0.07 6.87
O -4.21 4.80 0.61
C -4.49 0.40 -5.93
O 1.60 4.49 -0.25
H -0.07 -0.04 -0.05
H 0.03 0.00 -0.02
C -0.13 -0.24 -0.15
H 0.26 0.11 -0.02
H -0.09 0.01 -0.28
C 0.28 0.12 0.66
O 3.62 -0.24 4.74
H -0.01 -0.24 0.04
H -0.25 -0.10 -0.22
C 5.72 -6.13 -0.93
Pr 1.23 2.81 0.20

Entry from the Open Molecules 2025 dataset: C6H6O7 in the gas phase in a non-equilibrium geometry (ωB97M-V/def2-TZVPD).

Properties
HOMO level	-10.625	eV
HOMO-LUMO gap	10.06	eV
relative energy (zero: lowest compared OMol25 entry of this formula, charge and spin)	1.10	kcal per mole

Each line ends with the Löwdin charge.
CARTESIAN COORDINATES (ANGSTROEM)
O (1.5350, -2.8865, 0.9969)  0.1366
C (-1.1136, 1.0563, 0.4606)  -0.2091
H (2.4420, -3.2424, 0.8654)  0.1476
H (1.0141, 1.0743, 0.2696)  0.1679
O (-3.1053, 2.1671, -0.5425)  0.1284
C (1.7445, -1.5778, 1.0017)  -0.5251
H (-3.3077, 2.7351, -1.3013)  0.1310
O (2.8209, -1.0493, 0.8737)  0.1147
O (1.1800, 0.0226, -1.9587)  0.1514
O (-1.7498, 0.8150, 1.4861)  0.1454
O (-0.8324, -0.8612, -1.5166)  0.1236
O (-1.0451, 2.4681, -1.4149)  0.1318
C (0.2262, 0.3206, 0.2457)  -0.1408
C (0.1805, -0.2900, -1.1474)  -0.4991
C (0.5021, -0.7193, 1.3159)  -0.0383
H (0.6454, -0.1861, 2.2649)  0.1453
H (0.9587, -0.4240, -2.8078)  0.1557
H (-0.3461, -1.3760, 1.4744)  0.1300
C (-1.7495, 1.9535, -0.5655)  -0.3971

Force components x, y, z for each atom (eV/Å):
O 0.79 -0.38 -0.23
C -1.95 -2.16 3.18
H -0.57 -0.22 0.04
H 0.16 0.01 -0.10
O 1.62 -0.83 0.82
C -0.46 2.29 0.89
H 0.21 0.00 0.01
O 0.10 -0.59 -0.32
O 0.17 -0.75 -0.43
O 1.11 0.76 -1.60
O 1.11 -0.06 0.22
O -0.49 -0.47 0.82
C 0.36 0.88 -1.02
C -2.07 0.61 -0.22
C -0.24 -0.73 0.35
H 0.26 -0.30 -0.20
H 0.25 0.42 0.41
H -0.26 0.00 -0.19
C -0.11 1.51 -2.44